{"formula": "C23H40Br24FINO2P", "method": "ωB97M-V/def2-TZVPD", "species": ["I", "Br", "Br", "Br", "Br", "Br", "Br", "Br", "Br", "Br", "Br", "Br", "Br", "Br", "Br", "Br", "Br", "Br", "Br", "Br", "Br", "Br", "Br", "Br", "Br", "P", "F", "O", "O", "N", "C", "C", "C", "C", "C", "C", "C", "C", "C", "C", "C", "C", "C", "C", "C", "C", "C", "C", "C", "C", "C", "C", "C", "H", "H", "H", "H", "H", "H", "H", "H", "H", "H", "H", "H", "H", "H", "H", "H", "H", "H", "H", "H", "H", "H", "H", "H", "H", "H", "H", "H", "H", "H", "H", "H", "H", "H", "H", "H", "H", "H", "H", "H"], "positions_angstrom": [[2.06880, -0.99770, -3.53700], [-4.06785, -6.98476, -6.46872], [1.56801, 4.07571, 5.98793], [-4.16842, -4.96112, -3.17406], [7.92222, 3.05276, 3.53628], [-8.04418, 4.75904, 3.82167], [-1.87381, 0.86053, -4.74037], [0.79095, 2.33649, -5.63762], [-4.98255, 3.90301, 3.66859], [-0.10264, -0.35382, -7.08649], [-5.47468, -8.01481, -1.63622], [-2.32603, -3.72260, -5.44557], [0.32701, 0.59072, 4.76208], [3.38462, 5.93692, 4.14052], [-5.97251, -4.46668, -6.78539], [7.51801, 5.23576, 5.81406], [-7.04274, 2.80850, 1.51497], [5.76456, 2.57543, 5.81761], [-2.02958, -1.15646, 5.99100], [-5.98868, -6.75201, -8.99423], [-6.24000, -10.51291, -3.45588], [-3.35146, -9.19288, -3.68202], [-2.54343, -2.21811, -2.63701], [-0.56556, 1.02584, 7.78880], [1.15192, 4.02105, 2.88620], [1.11856, -0.33860, -0.94607], [3.10687, -1.51354, 1.16724], [0.47999, 1.33043, 1.18053], [0.24098, -0.80801, 1.62286], [-0.56349, -0.81001, -1.55787], [-1.12076, 0.54151, 5.99860], [-2.77055, 0.04460, 1.31982], [4.24824, 2.44937, 2.22705], [-2.45063, -0.80206, 0.09371], [0.52174, 0.13136, 0.85756], [-6.57541, 4.26773, 2.66870], [-5.21163, -8.88788, -3.32286], [-0.68902, 1.24906, -6.19970], [3.36569, 1.30247, 2.75443], [2.48167, -3.77155, 1.08914], [2.66666, 2.74744, -0.38915], [7.45693, 3.35883, 5.37276], [1.41572, -2.15622, -0.49798], [-3.45517, -3.32768, -3.93234], [4.16911, 3.08694, -0.22838], [-1.67588, -0.03434, -1.01800], [2.28278, 2.17178, -1.75031], [-3.30568, 1.46266, 1.01504], [4.81245, 2.16563, 0.81924], [0.95486, 1.43115, -1.66904], [2.68568, -2.49077, 0.26808], [1.65654, 5.10838, 4.36699], [-4.92818, -5.79536, -7.69674], [3.36400, -4.40928, 1.10943], [2.16650, 3.00370, -2.45738], [-0.57102, -0.78566, -2.56790], [2.24976, -3.46108, 2.10719], [5.04773, 2.62954, 2.94375], [4.48393, 1.15450, 0.57394], [-5.57514, -8.21744, -4.08934], [-4.20051, 1.65680, 1.60359], [5.90251, 2.19196, 0.75581], [1.60558, -4.31352, 0.74438], [-1.84070, 1.28355, 5.68816], [4.73177, 3.00227, -1.16076], [2.11280, 3.67584, -0.25151], [0.93689, 5.90760, 4.45445], [-4.15126, -5.27794, -8.23997], [8.20482, 2.87114, 5.97838], [3.50630, 1.12335, 3.82300], [2.48089, -0.00001, -0.57756], [-1.50205, 0.97089, -0.63700], [0.20220, 2.02039, -1.15525], [0.60116, 1.30013, -2.69347], [3.09951, 1.56542, -2.14415], [2.43207, 2.00390, 0.35645], [-6.37221, 5.12057, 2.03944], [-1.92101, 0.11575, 1.99238], [3.63684, 3.34505, 2.12816], [-4.30624, -2.78097, -4.31371], [3.51286, 0.38034, 2.20348], [0.51988, -2.58008, -0.06096], [3.46760, -2.71275, -0.45961], [2.31347, 1.53347, 2.60107], [4.24644, 4.12057, 0.12324], [-3.47647, 1.65208, -0.04152], [-3.55478, -0.47543, 1.87940], [1.52966, -2.67280, -1.45057], [-2.39785, 0.11126, -1.82874], [-3.38809, -1.20090, -0.29963], [-1.24932, 1.82077, -6.92226], [-1.83659, -1.66261, 0.34741], [-2.56221, 2.18273, 1.35746]], "atomic_forces_ev_per_a": [[0.54, -0.32, -1.32], [-0.01, -0.17, -0.01], [0.07, 0.05, 0.26], [-0.01, -0.02, 0.15], [0.03, 0.02, -0.05], [-0.03, 0.02, 0.02], [-0.01, -0.04, 0.04], [0.01, 0.02, 0.00], [0.02, 0.00, 0.03], [0.00, -0.03, -0.03], [-0.01, -0.03, 0.05], [0.10, 0.05, -0.05], [-0.13, -0.15, -0.21], [0.09, 0.01, 0.02], [-0.07, 0.00, 0.00], [-0.02, 0.04, 0.01], [-0.06, -0.01, 0.00], [-0.05, 0.04, 0.01], [-0.04, -0.05, 0.04], [-0.01, -0.01, -0.03], [0.00, -0.02, 0.00], [0.04, -0.02, 0.02], [-0.20, -1.47, -0.89], [-0.02, 0.04, 0.19], [-0.28, -0.08, -0.23], [-0.82, 0.92, 2.82], [0.38, 0.12, -0.15], [-0.11, 1.47, 0.04], [-0.04, -0.63, 0.17], [0.05, 0.48, 0.30], [0.23, 0.09, -0.24], [-0.63, -0.04, 0.20], [0.04, -0.54, -0.19], [0.32, 0.34, -0.05], [0.04, -0.90, -0.07], [0.06, -0.03, -0.02], [-0.02, 0.11, -0.05], [0.06, 0.03, 0.02], [-0.22, 0.34, 0.05], [-0.16, 0.36, 0.31], [1.14, 0.29, -0.61], [-0.04, -0.10, 0.02], [0.29, 0.08, -0.86], [-0.17, 0.34, 0.11], [0.05, -0.12, 0.29], [-1.01, -0.36, 0.18], [-0.26, 0.51, 0.39], [0.54, -0.11, 0.58], [-0.59, -0.03, -0.17], [0.28, -0.52, -1.34], [-0.81, -1.20, -0.07], [-0.18, -0.07, -0.17], [0.04, 0.08, 0.06], [0.04, -0.11, -0.02], [0.10, 0.04, -0.12], [0.37, 0.37, -0.08], [0.00, 0.02, 0.11], [0.08, 0.25, -0.05], [0.35, -0.18, -0.25], [0.00, 0.01, -0.03], [-0.23, 0.07, -0.21], [0.10, 0.09, 0.18], [0.10, -0.25, -0.22], [-0.06, 0.01, 0.05], [-0.15, 0.07, -0.22], [-0.44, -0.19, 0.39], [0.03, 0.07, 0.10], [0.02, 0.04, 0.00], [0.04, 0.02, 0.02], [0.10, -0.05, 0.07], [0.15, -0.20, -0.42], [0.79, 0.03, -0.06], [0.09, -0.02, 0.42], [-0.15, -0.06, -0.02], [-0.15, -0.39, 0.01], [-0.50, 0.20, 0.31], [-0.01, 0.03, -0.01], [0.29, -0.04, -0.16], [0.20, 0.16, 0.36], [-0.03, -0.06, -0.09], [0.24, -0.17, 0.13], [-0.10, 0.38, 0.46], [0.42, 0.70, 0.09], [-0.12, -0.07, -0.02], [0.28, 0.11, -0.09], [-0.26, -0.03, -0.08], [0.02, -0.14, 0.09], [-0.05, -0.11, -0.06], [0.03, 0.37, -0.11], [-0.11, 0.08, -0.09], [-0.02, 0.01, -0.02], [0.05, -0.02, 0.31], [0.07, 0.19, -0.18]], "mulliken_charge": [-0.359, 0.002, -0.058, -0.019, -0.025, -0.071, 0.017, -0.010, 0.012, -0.029, -0.030, -0.031, 0.216, -0.087, -0.007, -0.045, -0.021, 0.023, -0.076, -0.077, -0.068, -0.012, 0.206, -0.133, 0.059, -0.914, -0.308, -0.527, -0.793, -0.050, -0.230, -0.253, 1.593, -0.705, 0.043, -0.339, -0.105, -0.371, 0.135, -1.515, 1.225, -0.344, -1.170, -0.496, -1.301, -0.711, -1.236, -0.677, -0.711, 0.121, 0.524, -0.382, -0.297, 0.373, 0.513, 0.483, 0.284, -1.126, 0.181, 0.147, 0.017, 0.387, 0.408, 0.235, 0.489, 0.409, 0.435, 0.353, 0.334, 0.376, 0.216, -0.194, 0.172, -0.338, 0.270, -0.697, 0.387, -0.051, -0.072, 0.360, -0.012, 0.270, 0.292, -0.663, 0.382, 0.280, 0.587, 0.738, 0.839, 0.553, 0.347, 0.257, 0.198], "homo_energy_ev": -1.53, "gap_ev": 4.036, "charge": -2, "largest_force_ha_per_bohr": 0.0598}

---

{"formula": "C7H12N2", "method": "ωB97M-V/def2-TZVPD", "species": ["N", "N", "C", "C", "C", "C", "C", "C", "C", "H", "H", "H", "H", "H", "H", "H", "H", "H", "H", "H", "H"], "positions_angstrom": [[0.31935, 0.27740, 1.62635], [0.33634, 1.59502, -1.65585], [1.06193, 0.58177, -0.99142], [1.15993, 0.32659, 0.42503], [-0.93315, 1.64302, -0.94357], [0.26696, -0.51403, -0.43867], [0.13432, -1.81448, 0.29026], [-0.24730, -1.12119, 1.72443], [-1.14581, 0.21672, -0.65660], [-0.61060, -2.42499, -0.02349], [1.97186, 0.49748, -1.49789], [-0.64320, 2.23393, -0.05981], [-1.90343, -0.05366, 0.14476], [-1.48451, 2.14593, -1.62117], [0.76850, 0.67944, 2.52216], [-1.29000, -0.93431, 1.99962], [1.08163, -2.30162, 0.46029], [0.33348, -1.82402, 2.44750], [2.20027, -0.18562, 0.45178], [-1.55319, -0.34265, -1.57541], [0.17662, 1.31927, -2.62831]], "atomic_forces_ev_per_a": [[1.64, 1.46, 1.53], [0.58, 0.51, -0.58], [0.79, 1.42, -3.22], [0.95, -1.93, 3.04], [3.29, -0.33, 1.66], [-1.78, 0.26, -1.18], [1.13, 3.34, 2.10], [2.29, -0.88, 0.58], [-2.27, -3.65, 0.56], [-2.16, -2.07, -1.08], [1.62, -0.54, -0.40], [-0.99, -0.17, -0.02], [0.93, 0.62, -0.75], [-3.05, 1.53, -1.43], [-0.99, -1.18, -1.97], [0.09, -0.99, -0.15], [0.14, -0.34, -0.28], [-1.31, 1.49, -0.46], [-1.59, 0.55, 0.81], [0.48, 0.89, 0.92], [0.19, 0.00, 0.31]], "nbo_charge": [-0.655, -0.583, -0.013, -0.112, -0.260, -0.100, -0.379, -0.228, -0.407, 0.211, 0.215, 0.207, 0.213, 0.206, 0.381, 0.200, 0.213, 0.181, 0.162, 0.200, 0.349], "homo_energy_ev": -8.19, "gap_ev": 9.216, "smiles": "C1C[C@]23CCN[C@H]2[C@H]3N1", "largest_force_ha_per_bohr": 0.0842}

---

{"formula": "C6H12Si2", "method": "ωB97M-V/def2-TZVPD", "species": ["Si", "Si", "C", "C", "C", "C", "C", "C", "H", "H", "H", "H", "H", "H", "H", "H", "H", "H", "H", "H"], "positions_angstrom": [[1.91165, -0.53702, -0.17689], [-1.18284, 0.32448, 0.40154], [-2.17764, -1.28655, 0.59668], [3.05158, 0.84594, 0.25519], [3.85776, 1.72433, 0.41928], [-2.33464, 1.65250, -0.32848], [2.30043, -2.24159, -0.08192], [0.27960, 0.18281, -0.82526], [3.22669, -2.60364, 0.32659], [-1.89462, 2.64206, -0.24462], [-2.85474, -1.21255, 1.44266], [-3.29585, 1.67350, 0.17609], [-0.04373, -0.42291, -1.67441], [1.64053, -3.00078, -0.46867], [-2.78046, -1.49021, -0.28288], [0.47456, 1.18023, -1.22457], [-0.68574, 0.75049, 1.72393], [-2.51796, 1.46198, -1.38310], [-1.52766, -2.14063, 0.76183], [4.55308, 2.49755, 0.58700]], "atomic_forces_ev_per_a": [[-0.29, -0.86, -0.23], [-0.54, -0.04, -0.69], [0.55, 0.47, -0.10], [-0.19, -0.80, -0.09], [-0.32, -0.23, 0.03], [0.38, -0.35, 0.34], [-0.29, 1.98, -0.08], [0.34, -0.50, 0.51], [0.24, 0.02, 0.08], [0.10, 0.16, 0.01], [-0.06, 0.08, 0.16], [-0.15, -0.02, 0.12], [-0.08, -0.12, -0.01], [-0.25, -0.01, 0.00], [-0.05, 0.02, -0.23], [0.10, 0.06, 0.10], [0.09, 0.04, 0.10], [0.00, -0.10, -0.15], [0.12, -0.15, 0.07], [0.30, 0.35, 0.06]], "nbo_charge": [1.479, 1.383, -1.089, -0.529, -0.132, -1.087, -1.140, -1.355, 0.234, 0.236, 0.241, 0.237, 0.272, 0.231, 0.235, 0.273, -0.194, 0.234, 0.242, 0.230], "homo_energy_ev": -8.09, "gap_ev": 8.622, "smiles": "C#C[Si](=C)C[SiH](C)C", "largest_force_ha_per_bohr": 0.0389}

---

{"formula": "C18H30Cl2CuN7O3", "method": "ωB97M-V/def2-TZVPD", "species": ["Cu", "Cl", "Cl", "O", "O", "O", "N", "N", "N", "N", "N", "N", "N", "C", "C", "C", "C", "C", "C", "C", "C", "C", "C", "C", "C", "C", "C", "C", "C", "C", "C", "H", "H", "H", "H", "H", "H", "H", "H", "H", "H", "H", "H", "H", "H", "H", "H", "H", "H", "H", "H", "H", "H", "H", "H", "H", "H", "H", "H", "H", "H"], "positions_angstrom": [[1.83522, 1.90825, 0.33848], [3.11264, 3.41422, -0.47180], [-3.23300, -0.32783, -2.09171], [1.01932, -1.40605, -0.45498], [-0.06949, 1.41884, -0.11988], [-1.32536, -1.96786, 2.72057], [2.84067, 0.01424, -0.20407], [1.52333, 1.31277, 2.18549], [-0.86218, -3.77453, 1.38452], [0.86449, 0.07780, 3.76256], [1.24597, 0.02552, 2.50888], [0.89973, 1.32171, 4.32361], [0.58890, -1.03309, 4.50905], [-1.01057, -2.45674, 1.62209], [-0.37741, -4.29325, 0.10730], [1.30316, 2.06239, 3.28104], [-0.72313, 0.64565, -3.56257], [-0.93264, 0.87099, -1.03887], [-1.38337, -4.74606, 2.33121], [-0.23121, 2.55813, -4.95643], [0.01668, 3.33284, -3.81727], [-2.52919, 0.81686, -0.90248], [-0.63039, 1.22019, -4.83468], [-2.85129, 0.33636, 0.44996], [2.96380, 0.18234, -1.66027], [-3.10610, 2.20297, -1.22105], [-2.38614, 1.08014, 1.59807], [4.13456, 0.08753, 0.50566], [-0.55915, 1.44281, -2.42931], [-0.14344, 2.76919, -2.54825], [1.98313, -1.00453, 0.21626], [0.10738, 3.33625, -1.64683], [-2.55562, 2.97491, -0.66279], [2.26058, -1.43418, 1.18915], [-3.00666, 1.95796, 1.85892], [0.32622, 4.38288, -3.88940], [-0.66654, -0.19832, -1.05807], [-1.44392, -4.30356, 3.32731], [-3.03247, 2.43557, -2.28569], [-1.37429, 1.44437, 1.33608], [0.20351, -3.50291, -0.38699], [-1.22172, -4.59742, -0.53504], [0.24984, -0.70531, 5.40519], [0.24649, -5.17808, 0.30866], [1.95606, 0.18777, -2.08977], [3.42891, 1.15850, -1.81925], [-3.42357, -0.57817, 0.56991], [-0.13619, 3.01570, -5.94523], [-0.81762, -1.82892, 0.73112], [-4.15633, 2.23130, -0.92834], [-2.30588, 0.40954, 2.46858], [-0.07483, -1.63739, 4.00228], [-0.71965, -5.61436, 2.33911], [3.97183, -0.09762, 1.57058], [-0.88749, 0.62376, -5.71391], [4.53245, 1.09654, 0.37662], [-2.37899, -5.10156, 2.03291], [-0.90720, -0.42515, -3.44165], [1.42615, 3.13620, 3.34394], [4.84024, -0.65891, 0.10803], [3.58179, -0.62120, -2.09659]], "atomic_forces_ev_per_a": [[-0.77, 0.30, -0.24], [0.67, 0.76, -0.30], [-0.13, -0.34, -0.10], [1.88, 0.28, 1.13], [-2.08, 0.36, 0.52], [0.04, -0.78, -0.78], [0.39, -1.84, 0.08], [-0.38, -0.92, 1.40], [-0.26, -0.29, 0.28], [0.54, 2.32, -0.27], [-0.31, 2.09, 1.48], [-0.19, -1.36, -1.13], [0.24, -0.60, 0.23], [0.00, 0.66, 0.11], [-0.32, 0.29, -0.01], [-0.15, -1.33, 0.19], [0.17, 0.34, -0.47], [2.70, -1.00, -1.49], [0.18, -0.07, -0.02], [-0.34, 0.14, -0.12], [0.07, -0.23, 0.22], [0.71, 1.52, 0.64], [0.32, 0.12, 0.24], [-0.81, -0.74, -0.45], [-0.24, 0.33, 0.09], [-0.20, 0.13, 0.24], [0.68, 0.36, 1.14], [-0.40, -0.08, -0.21], [-0.69, -0.47, 0.42], [0.14, 0.09, -0.33], [-0.48, -0.10, -1.83], [-0.27, -0.24, -0.27], [-0.08, -0.27, -0.07], [-0.13, 0.05, -0.32], [0.04, -0.15, -0.01], [-0.05, -0.49, -0.13], [-0.42, -0.14, -0.49], [0.02, -0.06, -0.20], [0.09, -0.09, 0.11], [-0.18, 0.12, 0.25], [-0.16, -0.31, 0.08], [0.29, 0.04, 0.13], [-0.14, -0.06, -0.18], [-0.10, 0.35, -0.13], [0.33, -0.03, 0.01], [-0.07, -0.16, -0.16], [0.07, 0.07, -0.09], [-0.05, -0.18, 0.26], [0.08, -0.09, 0.43], [-0.08, 0.11, -0.01], [-0.15, 0.35, -0.11], [-0.09, 0.51, 0.10], [-0.01, 0.06, 0.16], [0.03, 0.04, -0.11], [0.31, 0.19, 0.16], [-0.02, -0.11, 0.01], [0.08, 0.14, 0.01], [-0.16, 0.47, -0.08], [0.06, -0.28, -0.18], [-0.08, 0.14, 0.07], [-0.20, 0.12, 0.11]], "nbo_charge": [0.854, -0.845, -0.096, -0.652, -1.004, -0.712, -0.502, -0.368, -0.426, 0.174, -0.054, -0.307, -0.637, 0.543, -0.421, 0.138, -0.218, 0.086, -0.417, -0.249, -0.241, -0.077, -0.236, -0.115, -0.440, -0.635, -0.740, -0.424, -0.040, -0.153, 0.560, 0.240, 0.226, 0.139, 0.196, 0.203, 0.161, 0.232, 0.225, 0.294, 0.266, 0.188, 0.380, 0.188, 0.250, 0.246, 0.181, 0.194, 0.191, 0.199, 0.221, 0.428, 0.190, 0.203, 0.196, 0.248, 0.190, 0.216, 0.227, 0.170, 0.166], "homo_energy_ev": [-3.55, -3.85], "gap_ev": [6.086, 6.387], "spin_multiplicity": 2, "s_squared": 0.75, "charge": -1, "largest_force_ha_per_bohr": 0.0630}